C11H28F3LiN3O10S as an isolated structure at a distorted geometry. Source: OMol25; level of theory: ωB97M-V/def2-TZVPD.

Cartesian coordinates (Å):
H  2.3753  2.6039  4.1437
O  -2.2329  1.1029  0.6634
C  -2.4641  4.0577  -1.0087
C  1.0377  1.6328  2.6705
O  -1.6964  -0.0217  -3.5880
H  -0.8901  0.9628  3.0253
O  1.4823  -4.5323  -0.5511
Li  -0.2977  0.2170  0.6068
O  -2.7738  1.2252  2.7855
H  0.8267  2.1789  4.8104
H  2.0405  0.9306  4.4388
C  1.5700  1.8583  4.0821
C  1.1865  -2.6242  1.6381
H  -3.1484  6.0230  -1.3609
H  1.0108  -6.4632  -1.0759
O  -1.0138  -2.0839  -2.4602
O  -2.0005  2.9343  -1.7356
H  -1.5091  -2.3688  1.0075
H  3.4663  1.1889  -0.5358
H  2.8940  2.0511  1.6852
C  0.4345  -2.5859  0.3405
H  -1.8383  5.5189  -2.4271
S  -0.7410  -0.6882  -2.7681
F  1.6619  -1.7072  -3.2718
H  2.4027  -5.7512  -1.8522
H  0.7794  -5.2511  -2.3932
H  -0.4677  -3.9726  -1.0239
O  -4.3222  0.9612  1.2778
H  2.0987  -3.2271  1.5639
H  2.3466  0.1181  -1.3098
C  -2.7572  5.1710  -1.9364
C  0.2311  -3.9876  -0.1812
O  -3.7372  4.7705  -2.9020
N  -3.1254  1.0489  1.5797
H  -0.2239  -4.6274  0.5997
H  0.5834  -3.1406  2.4010
H  -3.3455  3.7580  -0.4223
C  2.7470  0.3834  -0.3276
N  -0.0144  0.6063  2.6237
H  -1.7117  4.3918  -0.2733
H  1.4985  -1.6767  2.0737
N  -0.8409  -1.8397  0.4430
H  -1.7116  2.2904  -1.0723
O  -0.2093  0.0831  -1.6437
F  0.4443  -1.3310  -5.0298
H  -1.2392  -1.9350  -0.5008
F  1.4018  0.3165  -3.9913
H  -4.1355  5.5647  -3.2648
H  0.6078  2.5806  2.3368
H  3.2678  -0.5185  0.0236
C  0.7746  -0.8494  -3.8120
H  2.7112  0.3586  2.2560
C  1.3828  -5.5290  -1.5283
H  0.2530  -0.1191  3.2927
C  2.1957  1.2128  1.7921
O  1.7167  0.8043  0.5195
H  1.0182  -2.0752  -0.4331

E_HOMO: -6.00 eV
energy: -2057.965124 hartree
LUMO level: 2.282 eV
energy relative to the best compared isomer or geometry (same formula, charge and spin): 0.0 kcal per mole
orbital gap: 8.281 eV
net charge: -1

Let us look at the Löwdin charges, expressed in e, one per atom: 0.077 -0.132 -0.279 -0.416 -0.260 0.050 -0.180 0.603 -0.085 0.079 0.079 -0.070 -0.055 0.114 0.086 -0.323 -0.055 0.096 0.096 0.134 -0.431 0.116 0.488 0.102 0.084 0.091 0.111 -0.004 0.083 0.072 -0.265 -0.214 -0.057 -0.558 0.133 0.088 0.125 -0.105 0.006 0.120 0.047 0.016 0.043 -0.355 0.103 0.043 0.120 0.070 0.151 0.099 -0.652 0.126 -0.121 0.085 -0.207 -0.237 0.127


C11H28InN2O3S as an isolated structure at a distorted geometry. Source: OMol25; level of theory: ωB97M-V/def2-TZVPD.

Cartesian coordinates (Å):
C  1.5255  -0.6338  4.0267
O  0.2411  1.6025  -1.5441
H  -1.1108  -3.3304  0.0665
H  -0.9833  -3.0381  1.7936
H  3.4182  0.3895  3.6699
H  -1.0307  -4.7357  1.2180
C  -0.6588  -3.7255  0.9918
C  -3.5095  2.5480  -1.8317
H  3.7456  -0.2493  -2.8882
H  -6.3825  4.3228  -2.3798
H  1.3852  -3.9993  1.7319
H  4.0155  -0.6630  1.6342
N  5.0832  -0.7423  -1.3889
H  3.3710  0.5622  -1.3778
H  1.1440  -4.3261  -0.0291
C  -5.3326  4.2408  -2.0994
H  3.2858  -1.9549  2.6058
H  -1.0168  -0.6498  -0.2285
C  -5.7278  1.8720  -2.5445
H  5.4207  -0.0929  -0.6959
In  1.6121  -1.5162  0.4179
H  -0.7271  -0.1751  1.4332
H  2.0640  -1.2176  4.7833
H  -2.9714  3.4489  -1.5521
C  2.6948  -1.5732  -1.5455
H  -4.7343  4.8519  -2.7797
H  -5.2071  4.6109  -1.0791
C  0.8960  -3.6465  0.8032
H  -3.4906  1.8447  -1.0017
N  -4.8924  2.8654  -2.1717
H  2.0163  -1.6227  -2.4146
H  0.9795  -1.3627  3.4045
C  3.0605  -1.0172  2.0643
C  3.6972  -0.4044  -1.7913
O  -5.4281  0.6998  -2.6278
C  2.5510  0.0646  3.0661
O  -1.2821  2.2391  0.2436
H  3.2861  -2.5106  -1.5666
H  2.0991  0.9453  2.5895
C  -0.2496  -0.2338  0.4411
H  0.8521  0.1133  4.4652
H  -6.7457  2.2307  -2.7765
H  0.9671  2.0908  0.6586
H  5.1174  -1.6820  -1.0243
S  -0.0264  1.4768  -0.0809
H  -3.0214  2.0832  -2.6892

E_HOMO: -4.58 eV
energy: -1359.401005 hartree
LUMO level: 2.673 eV
orbital gap: 7.256 eV
net charge: -1

Let us look at the Löwdin charges, expressed in e, one per atom: -0.131 -0.422 0.047 0.043 0.082 0.043 -0.244 -0.040 0.080 0.075 0.010 0.012 -0.033 0.083 0.013 -0.072 0.030 0.034 -0.373 0.038 0.793 0.025 0.064 0.082 -0.281 0.086 0.088 -0.338 0.084 -0.201 0.025 0.047 -0.295 -0.389 0.011 -0.358 -0.461 0.021 0.064 -0.358 0.061 0.123 0.064 0.037 0.633 0.099


C11H28N4OS2Ti as an isolated structure at a distorted geometry. Source: OMol25; level of theory: ωB97M-V/def2-TZVPD.

Cartesian coordinates (Å):
H  3.6260  -1.1159  -3.3019
H  3.5716  -0.2964  -0.9229
C  -2.3082  -2.0265  4.0092
H  -3.6510  3.3064  -1.7072
S  0.0207  -2.8084  1.0415
H  0.2475  2.7832  -2.1034
H  2.0458  -3.0530  -2.8505
H  3.2183  -1.8172  -1.0213
C  -1.9164  2.6571  -2.7958
H  -1.6736  -2.9323  4.0940
H  -0.1439  -2.5004  -2.1370
H  -2.7397  0.4357  -1.0635
C  -2.2112  -1.3142  2.6986
H  -1.9795  -1.3826  4.8439
H  1.5232  -1.9864  -4.1823
H  2.1857  -0.0143  -3.1016
H  0.0182  -1.0925  -3.0521
S  -1.1307  1.9798  -0.3116
H  -3.5537  1.6515  0.0444
H  -2.3328  -1.9608  1.8339
C  -0.7886  3.0006  -1.7731
H  -3.3451  -2.4005  4.1529
N  2.8148  -0.8892  -1.3058
H  -1.6432  1.8768  -3.5541
C  3.1909  0.6200  2.7603
C  -2.8360  1.5206  -0.8045
H  -2.8923  -0.4540  2.6203
H  -1.9157  3.5881  -3.4445
C  -3.1697  2.3586  -2.0059
H  3.4644  -0.2962  3.2773
H  3.4038  1.5023  3.3704
H  -0.6618  0.2568  2.8323
C  1.7382  -2.0175  -3.1017
N  -0.8718  -0.6768  2.4595
H  1.4434  1.5336  1.8300
N  1.3821  -0.5840  1.6286
N  0.4520  -1.7101  -2.3580
C  1.7128  0.6629  2.4295
H  3.7378  0.6780  1.8217
Ti  0.8527  -0.8975  -0.2840
H  -3.9254  1.8186  -2.6708
O  -0.1408  0.5625  -0.5859
H  -0.7405  4.0711  -1.5000
C  0.1060  -1.2443  1.7520
H  2.1183  -1.2560  1.9179
C  2.6661  -0.9383  -2.7751
H  1.0311  0.8011  3.2963

E_HOMO: -23.64 eV
energy: -2374.431712 hartree
LUMO level: -16.442 eV
energy relative to the best compared isomer or geometry (same formula, charge and spin): 14.3 kcal per mole
orbital gap: 7.200 eV
net charge: +4

Let us look at the Löwdin charges, expressed in e, one per atom: 0.179 0.151 -0.035 0.151 0.967 0.119 0.161 0.157 -0.196 0.104 0.110 0.124 -0.187 0.109 0.165 0.140 0.132 1.239 0.140 0.098 -0.266 0.130 -0.009 0.139 -0.015 -0.276 0.146 0.167 -0.217 0.110 0.128 0.165 -0.174 0.113 0.122 -0.134 -0.008 -0.176 0.090 1.078 0.180 -0.576 0.142 -0.790 0.157 -0.198 0.144


A 3-piece molecular cluster, C11H29BrN2O5P2SSi overall at a distorted geometry. Source: OMol25; level of theory: ωB97M-V/def2-TZVPD.

Cartesian coordinates (Å):
H  2.4820  -5.5221  -3.3618
H  1.8566  -3.1192  -3.2058
C  1.3679  -3.2671  0.0024
Br  -1.3985  3.8160  4.8800
C  -2.4994  -2.5524  -3.5752
H  3.0904  -3.4869  -2.0225
C  1.7290  2.2232  0.7445
Si  -0.4195  3.4198  2.8839
H  1.9936  -5.7725  -1.6825
O  1.1534  -3.1739  -1.3272
H  -2.4191  -0.5243  -4.2695
H  1.8606  6.4839  3.3501
H  0.6259  0.7069  1.7865
H  3.0925  4.1720  1.3385
H  2.8824  -3.6739  1.4234
C  1.4032  1.4348  1.9938
H  0.3861  5.4031  0.7695
O  -3.1977  -0.5149  -2.4220
H  1.8955  2.9774  3.4434
H  1.7589  1.5606  -0.1086
H  -2.3778  -2.4159  -0.2238
O  -1.5904  2.6199  0.0622
H  -2.3694  2.3256  -0.4505
C  1.0675  2.3322  3.1683
C  -3.0335  -0.5816  -1.0839
P  -2.0284  2.4656  1.6426
H  -1.5666  -0.9750  0.3913
H  -3.6627  3.6385  2.6876
N  1.8297  5.6540  2.7713
H  0.9849  2.9773  0.5124
P  0.3647  5.4170  2.1851
S  3.3777  2.9729  0.8084
H  -1.1069  -1.6258  -1.1665
H  3.3107  -4.2775  -0.1700
H  0.8511  1.7188  4.0361
C  2.4863  -4.1378  0.5245
H  -1.2378  -0.8686  -3.0243
H  2.0731  -5.1106  0.7866
H  -0.5556  6.4107  2.5837
C  1.8199  -5.1676  -2.5721
O  0.6187  -2.6902  0.7396
C  2.0585  -3.6964  -2.3055
H  -2.3659  -3.1284  -2.6598
C  -2.2599  -1.0751  -3.3441
H  -3.0099  4.5498  1.4968
C  -1.9494  -1.4550  -0.5043
H  0.7881  -5.3302  -2.8825
H  -3.5188  -2.7174  -3.9229
H  -1.8079  -2.9360  -4.3262
H  2.2866  0.8641  2.2567
N  -3.3319  3.6135  1.7269
O  -3.7888  0.0385  -0.3846

SMILES: N=[PH2][Si@](Br)(CCCS)P(N)O.CCOC(C)=O.CCOC(C)=O
E_HOMO: -7.79 eV
energy: -4866.688433 hartree
LUMO level: 0.350 eV
energy relative to the best compared isomer or geometry (same formula, charge and spin): 5.8 kcal per mole
orbital gap: 8.142 eV
net charge: 0

Let us look at the Löwdin charges, expressed in e, one per atom: 0.083 0.121 -0.518 0.311 -0.063 0.114 -0.590 -0.051 0.070 -0.015 0.122 -0.048 0.093 -0.187 0.093 -0.353 -0.031 -0.002 0.058 0.061 0.104 -0.373 0.044 -0.375 -0.527 0.630 0.081 0.001 -0.372 0.020 0.535 0.712 0.051 0.070 0.069 0.018 0.113 0.098 -0.034 -0.061 0.107 -0.234 0.069 -0.236 0.020 0.010 0.081 0.083 0.078 0.097 -0.228 0.080


Q: Number 1 is which compound?
A: C11H28F3LiN3O10S


Q: Number 1 is which compound?
A: C11H28F3LiN3O10S


Q: orbital gap of number 2 (C11H28InN2O3S)?
A: 7.256 eV